1.
Density functional theory data (ωB97M-V with the def2-TZVPD basis set) for a cluster of 2 separate species, C3H6O2P in total.

```
12
Properties=species:S:1:pos:R:3:forces:R:3:lowdin_charge:R:1
C 2.426043 -0.750332 -0.010195 -2.086 -2.073 0.053 -0.16
C 1.819731 0.207529 -0.659096 0.739 0.188 0.308 0.01
C -0.905163 0.839705 0.869931 -1.502 0.390 -3.926 -0.09
O -3.035754 0.826444 -0.883842 -0.888 1.525 -0.334 -0.49
O -2.900735 -1.137188 0.871204 1.684 1.575 -1.888 -0.53
P -2.224428 -0.131616 -0.112027 -0.336 -2.095 2.662 0.22
H 3.481027 -0.866145 -0.127176 0.796 -0.061 0.162 0.02
H 1.841338 -1.642508 0.390394 0.885 1.388 -0.084 0.07
H 2.405228 0.937200 -1.205552 -0.628 0.603 -0.189 0.01
H -0.802327 1.780726 0.227591 0.451 -0.963 1.758 0.00
H -0.593063 0.628466 1.856425 0.430 0.185 0.812 -0.04
H -1.511899 -0.692279 -1.217655 0.456 -0.661 0.666 -0.02
```
Positions in Å, forces in eV/Å.

Properties
Kohn-Sham gap (alpha / beta)	8.036 / 7.089	eV
charge	-1

---

2.
Density functional theory data (ωB97M-V with the def2-TZVPD basis set) for an isolated molecule of C3H6O2S.

```
12
Properties=species:S:1:pos:R:3:forces:R:3:lowdin_charge:R:1
C 1.203615 -0.914806 -0.205411 -1.509 1.676 -2.961 -0.17
C 1.292584 0.594574 -0.097078 2.369 0.795 3.291 -0.20
C 0.282864 -0.169893 0.721500 -0.333 1.517 -2.941 -0.36
O -1.914524 -1.316882 0.339025 -2.026 -2.445 0.830 -0.44
O -2.918764 0.882294 -0.223373 0.959 -5.130 2.720 -0.27
S -1.432246 -0.124278 -0.242337 1.132 1.331 -1.306 1.00
H 0.711103 -1.173507 -1.202091 0.954 -0.191 1.301 0.11
H 2.056549 -1.476849 0.099330 -0.001 -0.573 0.467 0.10
H 2.155247 1.179705 0.443021 -1.464 -1.768 -0.803 0.14
H 0.955572 1.272332 -0.821247 -0.881 0.293 -1.376 0.06
H 0.367694 -0.465779 1.698614 -0.224 0.045 2.492 0.08
H -2.759690 1.713090 -0.509957 1.024 4.450 -1.714 -0.05
```
Positions in Å, forces in eV/Å.

Properties
Kohn-Sham gap	8.945	eV

---

3.
Density functional theory data (ωB97M-V with the def2-TZVPD basis set) for an isolated molecule of C3H6O2S.

```
12
Properties=species:S:1:pos:R:3:forces:R:3:lowdin_charge:R:1
O 1.650855 -0.986668 1.173862 0.042 -0.194 0.137 0.14
C 1.478529 -0.376075 0.165371 -0.093 -0.303 -0.449 -0.53
O 2.532462 0.123202 -0.533805 0.235 0.343 0.288 0.10
C 0.130725 -0.149851 -0.484870 -0.143 0.823 0.545 -0.18
C -0.987882 -0.288225 0.526070 -0.614 -0.038 0.152 -0.57
S -2.627059 0.146078 -0.123686 -0.180 0.032 -0.145 0.70
H 2.291746 0.971067 -0.930008 -0.027 -0.275 -0.280 0.11
H -0.029307 -0.782992 -1.355865 0.208 -0.109 0.022 0.13
H 0.116020 0.886238 -0.835054 -0.025 -0.013 -0.260 0.11
H -1.131580 -1.306371 0.861686 0.282 -0.294 0.026 0.07
H -0.815602 0.298820 1.423432 0.183 0.040 -0.012 0.08
H -2.608907 1.464780 0.112866 0.132 -0.012 -0.022 -0.15
```
Positions in Å, forces in eV/Å.

Properties
SMILES	O=C(O)CCS
Kohn-Sham gap	9.855	eV

---

4.
Density functional theory data (ωB97M-V with the def2-TZVPD basis set) for an isolated molecule of C3H6O2S2.

```
13
Properties=species:S:1:pos:R:3:forces:R:3:lowdin_charge:R:1
C 0.088555 0.698587 -0.986483 1.251 0.782 -0.550 -0.16
C -0.563976 -0.637140 -1.112470 -0.696 -0.390 0.828 -0.59
O -1.610360 -0.708690 -0.237603 -0.355 -0.058 -0.143 0.06
O -0.246340 -1.558237 -1.804999 0.047 0.179 -0.301 0.12
C 0.986531 0.890524 0.275931 -0.773 0.699 -0.134 -0.52
S 1.467116 -0.642696 1.096091 0.415 -0.212 -0.351 0.45
S 0.357141 -0.727622 2.781524 -0.192 0.244 0.543 0.33
H 0.769537 0.822475 -1.823435 -0.082 -0.348 -0.326 0.11
H -0.619147 1.527217 -1.103628 -0.136 -0.349 0.369 0.13
H -2.116875 -1.531303 -0.375800 0.512 0.192 -0.063 0.13
H 0.457475 1.518864 0.991094 0.044 -0.198 0.212 0.06
H 1.871533 1.472091 -0.020711 -0.094 -0.453 0.142 0.08
H -0.841191 -1.124070 2.320487 0.060 -0.089 -0.227 -0.20
```
Positions in Å, forces in eV/Å.

Properties
SMILES	O=C(O)CCSS
Kohn-Sham gap	9.681	eV

---

5.
Density functional theory data (ωB97M-V with the def2-TZVPD basis set) for a cluster of 2 separate species, C3H6O3 in total.

```
12
Properties=species:S:1:pos:R:3:forces:R:3:lowdin_charge:R:1
O -0.814048 -1.164658 0.644706 -0.336 0.224 0.255 0.02
C -1.281572 -0.073558 0.406266 -0.305 -0.020 -1.525 -0.26
C -1.624515 0.289184 -1.046505 0.852 -0.385 0.610 -0.03
H -1.443590 0.673066 1.196484 -0.012 0.017 0.128 0.13
H -1.242793 -0.557582 -1.620973 -0.658 -0.114 -0.108 0.08
H -2.692720 0.492029 -1.162375 0.211 -0.031 -0.142 0.08
H -1.015092 1.119623 -1.424828 -0.358 0.289 0.472 0.08
O 2.460414 -0.782904 -0.497058 -0.520 0.011 -0.385 0.08
C 2.358888 -0.018548 0.412728 0.583 -0.055 1.585 -0.39
O 1.475469 -0.104440 1.446476 -0.080 -0.204 -2.007 0.03
H 3.057929 0.791585 0.611333 0.191 0.356 -0.113 0.13
H 0.761633 -0.663798 1.033741 0.430 -0.087 1.229 0.05
```
Positions in Å, forces in eV/Å.

Properties
SMILES	CC=O.O=CO
Kohn-Sham gap	11.233	eV

---

6.
Density functional theory data (ωB97M-V with the def2-TZVPD basis set) for a cluster of 2 separate species, C3H6O3 in total.

```
12
Properties=species:S:1:pos:R:3:forces:R:3:lowdin_charge:R:1
O -0.789104 1.067536 0.114527 0.146 0.107 0.063 -0.09
C -0.915785 -0.334172 0.319440 -0.086 -0.347 0.018 -0.32
C 0.277136 -0.931042 1.046236 0.049 0.026 0.017 -0.09
O 0.327239 0.252669 -2.558772 0.334 0.653 0.404 0.19
C 0.841740 1.132490 -1.992458 0.139 0.011 -0.109 -0.42
O 1.411766 2.003926 -1.465792 -0.363 -0.577 -0.407 0.19
H -0.044827 1.396034 0.633009 -0.185 -0.015 0.005 0.08
H -1.019359 -0.789321 -0.671774 -0.022 0.012 0.155 0.10
H -1.839006 -0.539197 0.877606 0.128 0.080 -0.054 0.11
H 0.176215 -2.017396 1.130888 -0.003 0.145 -0.008 0.08
H 0.364752 -0.520582 2.059524 -0.014 -0.052 -0.136 0.08
H 1.209231 -0.720948 0.507570 -0.124 -0.043 0.053 0.08
```
Positions in Å, forces in eV/Å.

Properties
SMILES	O=C=O.CCO
Kohn-Sham gap	11.234	eV

---

7.
Density functional theory data (ωB97M-V with the def2-TZVPD basis set) for a cluster of 2 separate species, C3H6O3 in total.

```
12
Properties=species:S:1:pos:R:3:forces:R:3:lowdin_charge:R:1
C 1.780164 -1.223625 -1.664891 -0.618 2.410 1.793 0.03
C 0.641914 -0.951371 -0.992935 -0.520 -2.005 -3.459 -0.24
O 0.218545 0.311705 -0.606758 0.691 -0.539 0.733 -0.05
H 1.809462 -1.943799 -2.463168 0.406 -0.703 0.580 0.06
H 2.556949 -0.470244 -1.465998 0.075 -0.483 -0.816 0.07
H -0.172817 -1.673455 -1.236131 0.140 0.657 0.918 0.12
H -0.020723 0.713228 -1.444700 -0.113 0.473 0.078 0.12
O -2.568098 0.625739 1.724583 -0.023 0.683 -0.294 0.04
C -1.642229 1.181581 2.272573 -0.615 -2.725 -0.365 -0.39
O -0.509674 1.490227 1.635578 0.016 0.011 0.886 0.04
H -1.677045 1.076049 3.371840 0.734 1.425 -0.047 0.14
H -0.416447 0.863970 0.870006 -0.172 0.795 -0.006 0.07
```
Positions in Å, forces in eV/Å.

Properties
SMILES	C=CO.O=CO
Kohn-Sham gap	10.625	eV

---

8.
Density functional theory data (ωB97M-V with the def2-TZVPD basis set) for an isolated molecule of C3H6O3.

```
12
Properties=species:S:1:pos:R:3:forces:R:3:lowdin_charge:R:1
C 0.736569 -1.461514 -0.373155 0.140 1.358 0.048 0.07
C 0.306199 -0.220775 -0.177382 -1.933 -0.238 0.168 -0.28
C -1.200583 0.308338 -0.434491 5.086 1.638 0.949 -0.17
O -1.802603 0.855698 0.673105 -1.158 -1.330 1.473 -0.02
O 2.421655 0.282756 0.277582 2.258 0.211 2.279 -0.03
O 1.159178 0.787135 0.208546 -2.883 0.817 -1.287 -0.09
H 1.769757 -1.650367 -0.433800 0.957 -0.321 0.285 0.05
H 0.110228 -2.279078 -0.476193 -1.438 -1.133 -0.559 0.04
H -1.678435 -0.487981 -0.895682 -1.383 -1.168 -0.794 0.10
H -0.938981 1.169856 -1.040667 -0.444 -0.310 -1.274 0.12
H -1.757874 1.793842 0.638842 0.083 0.966 -0.047 0.08
H 2.512829 0.394013 1.262577 0.715 -0.489 -1.242 0.15
```
Positions in Å, forces in eV/Å.

Properties
SMILES	C=C(CO)OO
Kohn-Sham gap	9.869	eV

---

9.
Density functional theory data (ωB97M-V with the def2-TZVPD basis set) for an isolated molecule of C3H6O3.

```
12
Properties=species:S:1:pos:R:3:forces:R:3:lowdin_charge:R:1
C 1.364151 -0.150698 -0.073619 -3.882 4.941 -4.785 -0.09
C -0.648637 -1.040803 0.304428 -5.571 -4.121 4.266 -0.41
C -0.633055 1.017882 -0.264363 -2.762 4.763 -0.627 -0.25
H 2.131828 -0.219558 0.568537 2.480 -1.458 2.590 0.09
H 1.771592 0.348407 -1.105466 -0.773 -1.714 2.080 0.18
H -1.303474 -2.000178 0.482380 1.454 1.186 -1.309 0.18
H -0.426106 -0.829537 1.312116 0.415 0.478 1.582 0.12
H -0.121687 1.287456 -1.243698 -1.937 -0.674 -0.025 0.13
H -1.604342 1.855835 0.063568 3.989 -1.318 -0.786 0.21
O 0.428156 -1.155543 -0.384862 5.374 -1.340 -2.850 0.00
O -1.499676 -0.084569 -0.155724 0.784 0.573 -1.080 -0.04
O 0.541248 0.971308 0.496707 0.429 -1.317 0.943 -0.13
```
Positions in Å, forces in eV/Å.

Properties
SMILES	C1OCOCO1
Kohn-Sham gap	10.558	eV

---

Electronic energy: -609.63958 -666.42613 -666.58104 -1064.77738 -343.61036 -343.65318 -343.55793 -343.46498 -343.48528 (a.u.)
Relative energy (zero: lowest compared OMol25 entry of this formula, charge and spin): 5.1331 4.5688 0.3534 0.2246 1.2025 0.0374 2.6292 5.1587 4.6063 (eV)